{"formula": "C18H38BrSn", "method": "ωB97M-V/def2-TZVPD", "e_homo_ev": -11.43, "homo_lumo_gap_ev": 6.7, "charge": 1, "energy_ha": -3496.63790, "multiplicity": 1, "lumo_energy_ev": -4.71, "elements": ["C", "C", "C", "C", "Sn", "C", "C", "C", "C", "C", "C", "C", "C", "H", "H", "H", "H", "H", "H", "H", "H", "H", "H", "H", "H", "H", "H", "H", "H", "H", "H", "H", "H", "H", "H", "H", "H", "H", "H", "H", "C", "C", "C", "C", "C", "C", "Br", "H", "H", "H", "H", "H", "H", "H", "H", "H", "H", "H"], "xyz": [[-3.96, -3.12, 0.41], [-4.43, -1.68, 0.31], [-3.38, -0.75, -0.33], [-3.84, 0.71, -0.42], [-2.58, 1.95, 0.72], [-1.51, 3.52, -0.20], [-0.62, 2.97, -1.29], [0.15, 4.06, -2.03], [1.04, 3.52, -3.14], [-2.28, 1.59, 2.79], [-2.43, 0.13, 3.14], [-2.20, -0.14, 4.63], [-0.81, 0.26, 5.09], [-4.71, -3.77, 0.86], [-3.73, -3.52, -0.58], [-3.06, -3.20, 1.01], [-5.36, -1.62, -0.28], [-4.69, -1.30, 1.30], [-2.45, -0.80, 0.26], [-3.10, -1.14, -1.32], [-3.86, 1.08, -1.45], [-4.84, 0.84, -0.01], [-2.24, 4.23, -0.60], [-0.93, 4.04, 0.56], [0.08, 2.24, -0.87], [-1.23, 2.40, -2.01], [-0.56, 4.79, -2.44], [0.75, 4.63, -1.31], [1.59, 4.31, -3.66], [1.78, 2.82, -2.74], [0.46, 2.98, -3.89], [-1.28, 1.96, 3.00], [-2.98, 2.21, 3.35], [-3.43, -0.22, 2.84], [-1.72, -0.47, 2.55], [-2.96, 0.40, 5.21], [-2.38, -1.21, 4.85], [-0.64, 0.06, 6.15], [-0.04, -0.27, 4.53], [-0.64, 1.33, 4.93], [7.38, -2.51, -2.30], [6.25, -2.60, -2.97], [5.08, -1.72, -2.70], [4.18, -2.27, -1.59], [3.00, -1.35, -1.27], [2.10, -1.88, -0.18], [0.61, -0.74, 0.21], [8.20, -3.18, -2.47], [7.51, -1.76, -1.55], [6.12, -3.40, -3.69], [5.44, -0.72, -2.42], [4.50, -1.57, -3.61], [3.82, -3.26, -1.87], [4.78, -2.42, -0.68], [3.36, -0.36, -0.99], [2.40, -1.19, -2.18], [1.69, -2.86, -0.44], [2.65, -2.02, 0.75]], "lowdin_charge": [-0.099, -0.273, -0.312, -0.294, 1.585, -0.321, -0.336, -0.268, -0.104, -0.308, -0.320, -0.254, -0.104, 0.079, 0.079, 0.074, 0.119, 0.097, 0.033, 0.126, 0.062, 0.059, 0.065, 0.066, 0.077, 0.109, 0.116, 0.117, 0.078, 0.073, 0.076, 0.053, 0.074, 0.096, 0.083, 0.115, 0.116, 0.080, 0.080, 0.063, 0.008, -0.196, -0.233, -0.215, -0.311, -0.630, 0.674, 0.054, 0.059, 0.099, 0.116, 0.115, 0.122, 0.121, 0.110, 0.110, 0.069, 0.069]}